[1]
Density functional theory data (ωB97M-V/def2-TZVPD) for the molecule C4H7NO.

```
! RIJCOSX wB97M-V def2-TZVPD def2/J DEFGRID3
* xyz 0 1
O 0.400 2.268 0.128
N 0.676 -0.889 -0.224
C -0.346 -0.127 0.466
C -1.748 -0.159 -0.121
C 0.563 1.082 0.162
C 1.708 0.123 -0.212
H 0.756 -1.877 -0.346
H 2.478 0.070 0.579
H -1.695 -0.269 -1.209
H -0.381 -0.283 1.561
H -2.323 -0.998 0.283
H -2.282 0.768 0.111
H 2.193 0.293 -1.179
*
```

Summary:
* molar mass: 85.106 g mol⁻¹
* orbital gap: 0.365 hartree
* F_max: 0.63 eV/A
* E_LUMO: 0.985 eV

***

[2]
Density functional theory data (ωB97M-V/def2-TZVPD) for a structure of composition C4H7NO.

```
! RIJCOSX wB97M-V def2-TZVPD def2/J DEFGRID3
* xyz 0 1
O 1.831 0.710 0.443
N -0.963 0.493 0.979
C -0.518 0.741 -0.403
C -1.126 -0.648 -0.471
C 0.319 -1.195 -0.334
C 0.917 0.229 -0.495
H -0.908 1.647 -0.864
H 1.364 0.705 1.292
H 1.356 0.382 -1.485
H -1.816 1.051 1.081
H -1.542 -0.530 0.821
H 0.531 -1.876 -1.165
H 0.556 -1.708 0.603
*
```

Summary:
* molar mass: 85.106 g mol⁻¹
* orbital gap: 0.361 hartree
* F_max: 0.35 eV/A
* E_LUMO: 0.835 eV

***

[3]
Density functional theory data (ωB97M-V/def2-TZVPD) for the molecule C4H7NO in a non-equilibrium geometry.

```
! RIJCOSX wB97M-V def2-TZVPD def2/J DEFGRID3
* xyz 0 1
O -0.246 0.137 -1.606
N 1.236 0.107 -1.278
C 0.039 -0.544 0.720
C 1.337 0.142 0.203
C -1.221 0.300 0.739
C -0.907 -0.554 -0.511
H 1.323 1.181 0.460
H -0.057 -1.418 1.269
H -1.437 1.326 0.768
H 2.238 -0.301 0.411
H -2.069 -0.270 1.093
H 1.506 1.053 -1.474
H -1.742 -1.158 -0.792
*
```

Summary:
* molar mass: 85.106 g mol⁻¹
* orbital gap: 0.355 hartree
* F_max: 3.77 eV/A
* E_LUMO: 1.116 eV

***

[4]
Density functional theory data (ωB97M-V/def2-TZVPD) for the molecule C4H7NO in a non-equilibrium geometry.

```
! RIJCOSX wB97M-V def2-TZVPD def2/J DEFGRID3
* xyz 0 1
O 2.399 0.127 -0.949
N -0.001 -0.733 1.402
C -0.826 1.224 0.164
C -0.018 -0.058 0.131
C 1.266 0.005 -0.637
C -0.083 -0.895 -1.107
H -0.642 -0.524 -1.952
H 0.437 -0.163 2.118
H -0.435 1.900 0.925
H -0.797 1.732 -0.798
H -1.857 0.969 0.402
H 0.479 -1.624 1.350
H 0.078 -1.962 -1.050
*
```

Summary:
* molar mass: 85.106 g mol⁻¹
* orbital gap: 0.327 hartree
* F_max: 3.66 eV/A
* E_LUMO: 0.835 eV

***

[5]
Density functional theory data (ωB97M-V/def2-TZVPD) for the molecule C4H7NO.

```
! RIJCOSX wB97M-V def2-TZVPD def2/J DEFGRID3
* xyz 0 1
O 1.592 1.002 -0.106
N 0.557 -1.067 -0.305
C -1.688 -0.695 0.488
C 1.655 -0.252 -0.765
C 0.260 1.144 0.334
C -0.274 -0.278 0.243
H -1.813 -1.685 0.045
H -2.346 0.005 -0.041
H 1.483 -0.135 -1.846
H 2.635 -0.705 -0.604
H -0.324 1.812 -0.321
H 0.258 1.574 1.343
H -1.995 -0.722 1.537
*
```

Summary:
* molar mass: 85.106 g mol⁻¹
* orbital gap: 0.393 hartree
* F_max: 0.44 eV/A
* E_LUMO: 0.979 eV

***

[6]
Density functional theory data (ωB97M-V/def2-TZVPD) for the molecule C4H7NO in a non-equilibrium geometry.

```
! RIJCOSX wB97M-V def2-TZVPD def2/J DEFGRID3
* xyz 0 1
O -2.129 -0.931 -0.354
N -0.997 1.119 -1.191
C -0.280 1.272 0.001
C 0.079 -0.182 0.015
C 1.522 -0.609 0.217
C -1.011 -1.116 0.094
H 1.961 -0.134 1.112
H 1.620 -1.691 0.353
H 0.634 1.818 -0.237
H -2.003 1.170 -0.958
H -0.773 1.660 0.892
H 2.173 -0.340 -0.616
H -0.795 -2.036 0.671
*
```

Summary:
* molar mass: 85.106 g mol⁻¹
* orbital gap (alpha / beta): 0.302 / 0.322 hartree
* F_max: 1.26 eV/A
* E_LUMO (alpha / beta): -0.790 / -0.022 eV

***

[7]
Density functional theory data (ωB97M-V/def2-TZVPD) for a structure of composition C4H7NO.

```
! RIJCOSX wB97M-V def2-TZVPD def2/J DEFGRID3
* xyz 0 1
O -1.929 -0.674 1.251
N 0.158 -1.440 0.107
C -0.975 -0.261 0.632
C 0.056 0.857 0.858
C 0.282 -0.606 -0.932
C 0.848 0.711 -0.451
H 1.925 0.598 -0.279
H 0.685 1.520 -1.166
H -0.431 1.829 0.971
H 0.632 0.623 1.757
H 0.295 -0.922 -1.977
H -1.187 0.050 -0.653
H -0.360 -2.287 -0.119
*
```

Summary:
* molar mass: 85.106 g mol⁻¹
* orbital gap: 0.335 hartree
* F_max: 0.41 eV/A
* E_LUMO: 0.346 eV

***

[8]
Density functional theory data (ωB97M-V/def2-TZVPD) for a structure of composition C4H7NO.

```
! RIJCOSX wB97M-V def2-TZVPD def2/J DEFGRID3
* xyz 0 1
O -0.751 -0.721 -0.713
N -1.124 0.971 1.024
C -0.449 0.475 -0.076
C 0.634 0.822 -0.775
C -1.968 0.189 1.569
C 0.433 -0.459 -1.537
H -2.181 -0.811 1.178
H 0.158 -0.356 -2.588
H 1.161 -1.263 -1.385
H 2.838 -0.749 0.945
H 1.324 1.650 -0.750
H -2.460 0.512 2.487
H 2.385 -0.260 0.622
*
```

Summary:
* molar mass: 85.106 g mol⁻¹
* orbital gap: 0.345 hartree
* F_max: 0.37 eV/A
* E_LUMO: 0.536 eV

***

[9]
Density functional theory data (ωB97M-V/def2-TZVPD) for a cluster of 2 separate species, C4H7NO in total in a non-equilibrium geometry.

```
! RIJCOSX wB97M-V def2-TZVPD def2/J DEFGRID3
* xyz 0 1
O 0.640 0.905 -3.129
N 1.137 0.104 -2.384
C -1.558 -0.044 0.896
C 1.048 0.045 -1.112
C -0.700 0.454 2.041
C -0.590 -0.865 1.276
H 0.695 0.711 -0.387
H 1.276 -0.865 -0.574
H -0.050 -1.768 1.362
H -2.338 0.284 0.195
H -0.030 1.169 1.758
H 1.626 -0.608 -2.956
H -1.155 0.479 3.015
*
```

Summary:
* molar mass: 85.106 g mol⁻¹
* orbital gap: 0.357 hartree
* F_max: 4.73 eV/A
* E_LUMO: 0.925 eV

***

[10]
Density functional theory data (ωB97M-V/def2-TZVPD) for the molecule C4H7NO.

```
! RIJCOSX wB97M-V def2-TZVPD def2/J DEFGRID3
* xyz 0 1
O -3.028 0.154 1.130
N 0.284 -0.408 0.022
C 1.684 -0.078 -0.078
C -0.719 0.526 0.493
C -1.930 -0.296 0.918
C 0.863 -0.305 -1.297
H 2.355 -0.852 0.287
H 0.643 0.576 -1.902
H -0.361 1.068 1.381
H 2.012 0.943 0.119
H -1.030 1.283 -0.244
H 0.920 -1.235 -1.859
H -1.693 -1.376 1.029
*
```

Summary:
* molar mass: 85.106 g mol⁻¹
* orbital gap: 0.387 hartree
* F_max: 0.50 eV/A
* E_LUMO: 1.059 eV

***

[11]
Density functional theory data (ωB97M-V/def2-TZVPD) for the molecule C4H7NO.

```
! RIJCOSX wB97M-V def2-TZVPD def2/J DEFGRID3
* xyz 0 1
O -2.201 -0.372 0.453
N -0.812 1.772 -1.104
C -0.939 -0.858 0.415
C 0.163 -0.176 0.067
C 1.539 -0.776 0.149
C 0.066 1.239 -0.343
H 2.137 -0.289 0.930
H -1.432 1.045 -1.476
H -2.153 0.595 0.367
H 1.490 -1.846 0.374
H -0.901 -1.894 0.744
H 0.836 1.909 0.060
H 2.074 -0.653 -0.799
*
```

Summary:
* molar mass: 85.106 g mol⁻¹
* orbital gap: 0.363 hartree
* F_max: 0.41 eV/A
* E_LUMO: 0.885 eV

***

[12]
Density functional theory data (ωB97M-V/def2-TZVPD) for the molecule C4H7NO.

```
! RIJCOSX wB97M-V def2-TZVPD def2/J DEFGRID3
* xyz 0 1
O 0.336 0.091 1.649
N 0.087 -1.113 0.809
C -1.321 -0.929 0.282
C -1.006 0.480 -0.236
C 1.685 0.475 -0.424
C 0.404 0.191 0.269
H 2.498 -0.092 0.036
H -2.107 -1.075 1.023
H -1.518 1.290 0.289
H 1.581 0.181 -1.473
H 1.901 1.544 -0.372
H -1.463 -1.652 -0.537
H -1.079 0.607 -1.316
*
```

Summary:
* molar mass: 85.106 g mol⁻¹
* orbital gap: 0.405 hartree
* F_max: 0.44 eV/A
* E_LUMO: 1.052 eV

***

[13]
Density functional theory data (ωB97M-V/def2-TZVPD) for the molecule C4H7NO in a non-equilibrium geometry.

```
! RIJCOSX wB97M-V def2-TZVPD def2/J DEFGRID3
* xyz 0 1
O -0.053 -1.507 0.305
N 0.557 0.560 -0.632
C -1.216 -0.696 0.231
C 1.083 -0.864 -0.182
C 0.538 1.029 0.858
C -0.706 0.729 0.121
H -1.809 -0.990 -0.651
H 1.481 -1.321 -1.078
H -1.808 -0.852 1.135
H 1.842 -0.895 0.632
H 0.694 1.234 -1.411
H 0.802 2.074 0.878
H -1.406 1.497 -0.205
*
```

Summary:
* molar mass: 85.106 g mol⁻¹
* orbital gap: 0.289 hartree
* F_max: 1.85 eV/A
* E_LUMO: 0.848 eV

***

[14]
Density functional theory data (ωB97M-V/def2-TZVPD) for the molecule C4H7NO in a non-equilibrium geometry.

```
! RIJCOSX wB97M-V def2-TZVPD def2/J DEFGRID3
* xyz 0 1
O -0.909 1.108 0.352
N 3.441 -0.375 -0.937
C 2.483 -0.072 -0.359
C 1.282 0.358 0.383
C -0.184 0.021 -0.222
C -1.600 -0.903 0.102
H 0.018 0.138 -1.314
H 1.320 1.470 0.382
H -1.760 -1.512 -0.772
H -1.441 1.497 -0.334
H 1.409 0.077 1.429
H -2.592 -0.357 0.261
H -1.467 -1.450 1.028
*
```

Summary:
* molar mass: 85.106 g mol⁻¹
* orbital gap: 0.381 hartree
* F_max: 3.40 eV/A
* E_LUMO: 0.643 eV

***

[15]
Density functional theory data (ωB97M-V/def2-TZVPD) for a cluster of 2 separate species, C4H7NO in total in a non-equilibrium geometry.

```
! RIJCOSX wB97M-V def2-TZVPD def2/J DEFGRID3
* xyz 0 1
O 3.044 0.749 0.031
N -2.243 0.028 0.074
C -3.468 0.463 -0.432
C -1.212 -0.221 0.544
C 2.048 -0.029 0.601
C 3.119 -0.646 -0.214
H 2.175 -0.351 1.653
H -3.867 1.016 0.335
H 1.066 0.184 0.380
H 3.202 -0.866 -1.237
H -4.152 -0.288 -0.846
H 3.707 -1.168 0.430
H -3.419 1.128 -1.317
*
```

Summary:
* molar mass: 85.106 g mol⁻¹
* orbital gap: 0.378 hartree
* F_max: 3.12 eV/A
* E_LUMO: 0.740 eV

***

[16]
Density functional theory data (ωB97M-V/def2-TZVPD) for the molecule C4H7NO in a non-equilibrium geometry.

```
! RIJCOSX wB97M-V def2-TZVPD def2/J DEFGRID3
* xyz 0 1
O -1.341 1.416 -0.092
N -0.714 -1.999 0.046
C -2.055 0.141 0.019
C 0.152 0.284 -0.577
C 1.440 0.547 0.223
C -0.879 -0.772 -0.058
H 0.282 0.639 -1.629
H 1.154 0.718 1.247
H -2.631 0.124 0.967
H -2.890 -0.247 -0.755
H 1.937 1.540 -0.055
H 0.367 -2.220 -0.062
H 2.123 -0.139 0.033
*
```

Summary:
* molar mass: 85.106 g mol⁻¹
* orbital gap: 0.369 hartree
* F_max: 6.37 eV/A
* E_LUMO: 0.429 eV

***

[17]
Density functional theory data (ωB97M-V/def2-TZVPD) for the molecule C4H7NO in a non-equilibrium geometry.

```
! RIJCOSX wB97M-V def2-TZVPD def2/J DEFGRID3
* xyz 0 1
O 1.601 1.207 -0.052
N -0.880 -0.888 0.906
C -1.172 -1.024 -0.520
C -0.089 -0.106 0.012
C 1.423 -0.211 -0.171
C 0.204 1.443 0.143
H 1.957 -0.782 0.594
H -1.068 -2.094 -0.803
H -1.533 -0.470 1.562
H -0.205 2.143 -0.594
H 0.043 1.881 1.151
H 1.704 -0.557 -1.172
H -2.000 -0.563 -1.072
*
```

Summary:
* molar mass: 85.106 g mol⁻¹
* orbital gap: 0.384 hartree
* F_max: 1.27 eV/A
* E_LUMO: 1.067 eV

***

[18]
Density functional theory data (ωB97M-V/def2-TZVPD) for the molecule C4H7NO.

```
! RIJCOSX wB97M-V def2-TZVPD def2/J DEFGRID3
* xyz 0 1
O -2.156 1.701 0.977
N 0.171 0.221 -1.370
C 0.640 -1.426 0.482
C -1.614 0.837 0.326
C 0.831 -0.052 -0.109
C -0.228 1.004 -0.198
H 1.392 -2.110 0.070
H 0.755 -1.414 1.571
H 0.114 2.034 -0.116
H 0.744 0.784 -1.991
H -2.136 -0.113 0.095
H 1.831 0.363 0.033
H -0.344 -1.829 0.231
*
```

Summary:
* molar mass: 85.106 g mol⁻¹
* orbital gap: 0.394 hartree
* F_max: 0.53 eV/A
* E_LUMO: 0.938 eV

***

[19]
Density functional theory data (ωB97M-V/def2-TZVPD) for the molecule C4H7NO in a non-equilibrium geometry.

```
! RIJCOSX wB97M-V def2-TZVPD def2/J DEFGRID3
* xyz 0 1
O 1.314 1.653 0.794
N 2.234 -1.654 0.398
C -1.336 -0.760 -0.407
C -0.685 0.341 0.419
C 1.586 -0.699 0.253
C 0.774 0.535 0.130
H 0.813 0.703 -1.195
H 1.721 1.592 -0.337
H -1.289 -0.528 -1.478
H -0.849 -1.729 -0.247
H -0.738 0.112 1.492
H -2.392 -0.863 -0.136
H -1.178 1.309 0.273
*
```

Summary:
* molar mass: 85.106 g mol⁻¹
* orbital gap: 0.419 hartree
* F_max: 5.83 eV/A
* E_LUMO: 0.184 eV

***

In eV, the E values for the records above are, in order, -7797.73046; -7794.05005; -7794.98610; -7796.79773; -7798.31992; -7795.27429; -7795.56911; -7795.58777; -7792.74159; -7797.14021; -7797.97208; -7796.02353; -7793.95040; -7796.06662; -7795.29361; -7795.05663; -7796.14077; -7797.70315; -7795.80732.
In kJ/mol, the energy above the lowest of the compared OMol25 structures with the same formula, charge and spin values for the records above are, in order, 184.7; 539.8; 449.5; 274.7; 127.8; 421.7; 393.2; 391.4; 666.0; 241.6; 161.4; 349.4; 549.4; 345.2; 419.8; 442.7; 338.0; 187.3; 370.2.